ORCA calculation (ωB97M-V/def2-TZVPD) on C2H5NS2 in the gas phase in a non-equilibrium geometry.

Each line ends with the natural charge from an NBO analysis.
Cartesian coordinates (Å):
C: 0.8527 -0.6426 -1.0410  -0.4285
N: 0.2987 0.3524 -0.1441  -0.5361
S: 1.0482 1.8449 0.2248  0.2104
C: -0.7262 -0.1875 0.5439  -0.0637
S: -1.4094 -1.6438 0.0898  -0.1649
H: 1.0888 -1.5591 -0.5119  0.2258
H: -0.0010 -0.7459 -1.7786  0.2255
H: 1.5986 -0.0143 -1.3927  0.1991
H: 1.4958 1.2104 1.4284  0.1322
H: -1.2523 0.4069 1.2130  0.2002

Summary:
Frontier orbital gap ... 0.3108 hartree
HOMO level ... -8.40 eV
Multiplicity ... 1

***

ORCA calculation (ωB97M-V/def2-TZVPD) on C2H5NS2 in the gas phase in a non-equilibrium geometry.

Each line ends with the natural charge from an NBO analysis.
Cartesian coordinates (Å):
C: 1.4298 0.8417 -0.1767  -0.4363
N: 0.0726 0.6253 -0.5231  -0.4299
C: -1.0020 1.1339 -0.1159  0.1001
S: -3.1290 0.9059 -0.3537  -0.0468
S: -3.7188 -0.8671 0.3055  -0.0658
H: 2.2024 0.4284 -0.8977  0.2244
H: 1.6417 1.9648 0.1703  0.1811
H: 1.4735 0.1477 0.7003  0.2265
H: -0.9489 2.0823 0.4700  0.1385
H: -3.3509 -0.6311 1.5217  0.1082

Summary:
Frontier orbital gap ... 0.3333 hartree
HOMO level ... -8.66 eV
Multiplicity ... 1

***

ORCA calculation (ωB97M-V/def2-TZVPD) on C2H5NS2 in the gas phase in a non-equilibrium geometry.

Each line ends with the natural charge from an NBO analysis.
Cartesian coordinates (Å):
C: 0.5460 1.3030 -0.1515  -0.7004
C: 0.7152 -0.1884 -0.0101  0.1787
S: 2.1465 -1.1230 -0.3170  -0.1992
N: -0.3670 -0.8572 0.3556  -0.7265
S: -1.9214 -0.7364 -0.4115  0.1859
H: 1.4663 1.6957 -0.6020  0.2494
H: 0.3592 1.6371 0.8470  0.2423
H: -0.3275 1.6329 -0.7237  0.2355
H: -0.1220 -1.8260 0.5380  0.4123
H: -2.4955 -1.5376 0.4753  0.1220

Summary:
Frontier orbital gap ... 0.3083 hartree
HOMO level ... -8.41 eV
Multiplicity ... 1

***

ORCA calculation (ωB97M-V/def2-TZVPD) on 2 unconnected molecules or ions with the total composition C2H5NS2 in a non-equilibrium geometry.

Each line ends with the natural charge from an NBO analysis.
Cartesian coordinates (Å):
C: -0.3113 0.9011 -0.2168  -0.0281
C: 0.2582 -1.4651 0.4674  -0.7822
N: -0.4613 2.0395 -0.8344  -0.7886
S: -0.0014 1.2831 2.5814  -0.3139
S: 0.1037 -0.4860 -1.0305  0.3266
H: -0.0141 -0.6315 1.2188  0.2953
H: 1.3212 -1.8513 0.5967  0.2285
H: -0.3607 -2.4248 0.1883  0.2293
H: -0.4823 2.8190 -0.1518  0.4380
H: -0.8481 1.9918 -1.7685  0.3950

Summary:
Frontier orbital gap (spin up / spin down) ... 0.2593 / 0.2592 hartree
HOMO level (spin up / spin down) ... -8.45 / -8.46 eV
Multiplicity ... 1

***

ORCA calculation (ωB97M-V/def2-TZVPD) on a molecular structure, C2H5NS2 in a non-equilibrium geometry.

Each line ends with the natural charge from an NBO analysis.
Cartesian coordinates (Å):
C: 1.1760 -0.8620 0.2926  -0.2684
C: -0.1458 -0.1465 0.0538  -0.3765
H: 3.0215 -0.1042 0.4843  0.4107
H: 2.3466 -0.4841 -1.4068  0.4004
H: 1.4059 -0.6859 1.5460  0.2044
H: 1.1088 -2.1577 0.3642  0.2204
H: -1.6686 1.5204 0.0860  0.1527
N: 2.2741 -0.1482 -0.2990  -0.8970
S: -0.3023 1.5484 0.0318  0.1275
S: -1.4673 -0.9859 -0.0980  0.0258

Summary:
Frontier orbital gap ... 0.3026 hartree
HOMO level ... -8.42 eV
Multiplicity ... 1

***

ORCA calculation (ωB97M-V/def2-TZVPD) on 2 unconnected molecules or ions with the total composition C2H5NSi in a non-equilibrium geometry.

Each line ends with the natural charge from an NBO analysis.
Cartesian coordinates (Å):
C: -2.4076 -0.3667 -0.0552  -0.0888
C: -1.2671 -0.0839 -0.4441  -0.5903
N: 1.5132 -0.8153 -0.0516  -1.2834
Si: 0.4228 0.4451 -0.4655  1.3855
H: -3.3886 -0.5105 0.1336  0.2183
H: 2.4537 -0.6200 -0.1314  0.3893
H: 1.4086 -1.6943 0.5853  0.4264
H: 1.0314 1.2505 -1.3661  -0.1953
H: 0.2337 2.3951 1.7949  -0.2616

Summary:
Frontier orbital gap (spin up / spin down) ... 0.3269 / 0.2382 hartree
HOMO level (spin up / spin down) ... -9.02 / -6.79 eV
Multiplicity ... 1

***

ORCA calculation (ωB97M-V/def2-TZVPD) on a molecular structure, C2H5NSi in a non-equilibrium geometry.

Each line ends with the natural charge from an NBO analysis.
Cartesian coordinates (Å):
C: 1.9514 -0.7553 -0.3813  -0.3337
C: 0.9920 -1.0830 0.3344  0.1477
N: -0.0467 -0.6181 0.7802  -0.9611
Si: -1.4265 -0.3141 -0.0390  1.2994
H: 2.7788 -1.0655 -0.9063  0.2073
H: -0.1067 1.8408 0.3905  -0.0535
H: 0.5092 2.3265 0.5055  0.0427
H: -2.5114 0.3741 0.6936  -0.1848
H: -2.1402 -0.7055 -1.3775  -0.1640

Summary:
Frontier orbital gap (spin up / spin down) ... 0.2689 / 0.2688 hartree
HOMO level (spin up / spin down) ... -8.37 / -8.37 eV
Multiplicity ... 1

***

ORCA calculation (ωB97M-V/def2-TZVPD) on 2 unconnected molecules or ions with the total composition C2H5O in a non-equilibrium geometry.

Each line ends with the Löwdin spin population.
Cartesian coordinates (Å):
C: 1.6516 0.4311 0.5902  0.0903
O: 0.7223 0.5903 -0.1714  0.2428
C: 3.0459 0.4843 0.3061  0.5998
H: -6.9874 -1.5428 -1.7642  0.0000
H: 3.4476 0.2255 -0.6711  0.0312
H: -6.9850 -1.1588 -1.1197  0.0000
H: 1.4016 0.4195 1.6722  -0.0007
H: 3.7033 0.5510 1.1579  0.0367

Summary:
Frontier orbital gap (spin up / spin down) ... 0.4091 / 0.3067 hartree
<S²> ... 0.766
HOMO level (spin up / spin down) ... -10.02 / -9.97 eV
Multiplicity ... 2

***

ORCA calculation (ωB97M-V/def2-TZVPD) on a gas-phase ion, C2H5O2 (charge +1) in a non-equilibrium geometry.

Each line ends with the natural charge from an NBO analysis.
Cartesian coordinates (Å):
C: -0.8146 -0.3955 -1.2822  0.3618
C: 0.2727 0.0189 1.0182  0.2856
O: 0.9774 0.9299 0.4619  -0.6551
O: -0.5279 -0.8773 -0.2109  -0.3919
H: -1.4603 -0.8901 -2.1258  0.2364
H: -0.5036 0.6201 -1.3376  0.1726
H: 0.8814 -0.7546 1.4609  0.2120
H: -0.7486 0.3347 1.5244  0.2296
H: 1.9234 1.0140 0.4910  0.5490

Summary:
Total charge ... +1
Frontier orbital gap ... 0.4307 hartree
HOMO level ... -17.12 eV
Multiplicity ... 1

***

ORCA calculation (ωB97M-V/def2-TZVPD) on 2 unconnected molecules or ions with the total composition C2H5O2 in a non-equilibrium geometry.

Each line ends with the natural charge from an NBO analysis.
Cartesian coordinates (Å):
C: 1.1293 0.0491 -1.3185  0.3376
C: -1.0562 -0.3398 0.7623  0.4033
O: -0.8327 0.7391 1.3089  -0.5146
O: 0.7735 -0.5119 -0.3069  -0.5334
H: 2.1114 -0.0958 -1.9147  0.1853
H: 0.6416 1.0246 -1.6481  0.1391
H: -0.9438 -1.3563 1.1637  0.2292
H: -1.4234 -0.2272 -0.2443  0.2088
H: -0.3997 0.7182 2.1975  0.5445

Summary:
Total charge ... +1
Frontier orbital gap ... 0.3748 hartree
HOMO level ... -15.61 eV
Multiplicity ... 1

***

ORCA calculation (ωB97M-V/def2-TZVPD) on a molecular structure, C2H5O2 in a non-equilibrium geometry.

Each line ends with the natural charge from an NBO analysis.
Cartesian coordinates (Å):
C: -0.3123 0.4132 1.5620  0.3465
C: -0.0708 -0.3644 -0.7708  0.2636
O: 1.0512 -0.5242 -1.4152  -0.6017
O: 0.3820 0.6747 0.6083  -0.3876
H: -0.0579 0.9249 2.5747  0.2337
H: -1.1251 -0.3840 1.4020  0.1774
H: -0.6678 0.4038 -1.4790  0.2314
H: -0.4344 -1.2517 -0.3451  0.2103
H: 1.2351 0.1077 -2.1368  0.5264

Summary:
Total charge ... +1
Frontier orbital gap ... 0.4327 hartree
HOMO level ... -17.26 eV
Multiplicity ... 1

***

ORCA calculation (ωB97M-V/def2-TZVPD) on a molecular structure, C2H5O2Ru in a non-equilibrium geometry.

Each line ends with the Löwdin spin population.
Cartesian coordinates (Å):
C: 0.8348 1.2459 -0.5782  0.0806
C: 2.1870 0.6440 -0.9963  0.0697
O: 2.4354 -0.5690 -0.3473  0.5719
Ru: 0.7630 -1.3242 -0.0394  3.6816
H: 0.9125 1.6459 0.4489  0.0163
H: 0.5720 2.0892 -1.2397  0.0120
H: 2.9739 1.3924 -0.7764  0.0070
H: 2.1790 0.5087 -2.0991  0.0148
O: -0.1908 0.2650 -0.6416  0.7190
H: -2.2520 1.1772 -0.9482  0.8271

Summary:
Total charge ... +1
Frontier orbital gap (spin up / spin down) ... 0.2774 / 0.3017 hartree
<S²> ... 12.016
HOMO level (spin up / spin down) ... -13.64 / -15.84 eV
Multiplicity ... 7